No. 1
A molecular structure, C16H10BrEuF5 in a non-equilibrium geometry, computed with ωB97M-V/def2-TZVPD.

Each line ends with the Mulliken spin population.
Atoms and positions in Å:
C (1.677, -2.327, -1.010)  -0.02
C (2.953, -2.001, -0.456)  0.00
C (2.853, -2.082, 0.983)  0.00
H (3.853, -1.741, -1.024)  0.00
C (1.483, -2.438, 1.287)  0.01
C (0.774, -2.574, 0.056)  0.00
H (-0.255, -2.934, -0.065)  0.00
H (1.452, -2.433, -2.068)  0.00
H (3.657, -1.877, 1.703)  0.00
H (1.095, -2.635, 2.293)  0.00
Eu (1.658, 0.270, 0.542)  7.02
Br (2.436, 1.520, -1.690)  -0.02
C (-1.936, 0.365, -2.942)  0.00
C (-2.242, -0.908, -2.368)  0.00
C (-1.308, -1.852, -2.889)  0.00
H (-3.046, -1.122, -1.650)  0.00
C (-0.420, -1.172, -3.778)  0.00
C (-0.811, 0.202, -3.811)  0.00
H (-0.359, 0.982, -4.431)  0.00
H (-2.416, 1.311, -2.701)  0.00
H (-1.284, -2.924, -2.659)  0.00
H (0.446, -1.596, -4.285)  0.00
F (1.258, 0.698, 3.223)  0.00
C (0.178, 1.533, 2.925)  -0.01
C (-0.333, 1.558, 1.652)  0.03
C (-1.363, 2.412, 1.339)  -0.02
F (-1.950, 2.429, 0.111)  0.00
C (-1.852, 3.287, 2.329)  0.00
F (-2.870, 4.118, 2.025)  0.00
C (-1.324, 3.266, 3.628)  0.00
F (-1.820, 4.088, 4.577)  0.00
C (-0.322, 2.352, 3.947)  0.00
F (0.138, 2.224, 5.207)  0.00

Output
2S+1: 8
HOMO energy (alpha / beta) (Ha): -0.001 / -0.001
Expectation value of S²: 15.761
Orbital gap (alpha / beta) (eV): 4.6 / 4.6
Energy relative to the best compared isomer or geometry (same formula, charge and spin) (kcal per mole): 37.0
LUMO (alpha / beta) (eV): 4.55 / 4.53
Net charge: -2



No. 2
2 unconnected molecules or ions with the total composition C5H14N2O in a non-equilibrium geometry, computed with ωB97M-V/def2-TZVPD.

Each line ends with the Löwdin charge.
Atoms and positions in Å:
H (-2.953, -2.424, -0.142)  0.04
N (-3.361, -1.509, -0.055)  0.10
C (-2.553, -0.547, -0.133)  -0.31
N (-1.141, -0.701, 0.108)  -0.03
C (-0.818, 0.183, 1.236)  -0.25
C (0.673, 0.316, 1.423)  -0.23
C (1.463, 0.698, 0.187)  -0.25
C (1.127, 2.029, -0.585)  -0.10
H (-2.937, 0.464, -0.172)  0.10
H (-0.445, -0.843, -0.605)  0.08
H (-1.441, -0.121, 2.080)  0.12
H (-1.119, 1.247, 1.087)  0.11
H (0.825, 1.041, 2.248)  0.11
H (1.234, -0.494, 1.917)  0.11
H (2.454, 1.051, 0.495)  0.10
H (1.445, -0.104, -0.535)  0.06
H (0.719, 2.768, 0.099)  0.07
H (2.007, 2.228, -1.207)  0.07
H (0.396, 1.895, -1.390)  0.06
O (1.208, -2.231, -1.866)  -0.04
H (1.625, -3.038, -1.526)  0.06
H (1.592, -1.906, -2.662)  0.02

Output
HOMO energy (Ha): -0.320
Orbital gap (eV): 9.3
Energy relative to the best compared isomer or geometry (same formula, charge and spin) (kcal per mole): 67.5
SMILES: [H]/N=C\NCCCC.O
LUMO (eV): 0.56



No. 3
A molecular structure, C7H12AgNO3 in a non-equilibrium geometry, computed with ωB97M-V/def2-TZVPD.

Each line ends with the Mulliken spin population.
Atoms and positions in Å:
C (2.443, -0.239, 0.912)  0.00
C (1.783, -0.864, -0.453)  0.00
N (0.295, -0.636, -0.608)  0.00
C (-0.502, -1.111, 0.586)  0.00
C (-2.030, -1.538, 0.153)  0.01
C (-3.098, -0.345, 0.573)  -0.04
O (-3.162, 0.096, 1.838)  0.06
O (-4.053, 0.247, -0.391)  0.98
C (-0.045, 0.779, -1.019)  0.00
C (0.156, 2.137, -0.124)  0.00
O (-0.600, 0.932, -2.250)  0.00
H (2.600, 0.931, 0.885)  0.00
H (1.882, -0.506, 1.904)  0.00
H (3.534, -0.713, 1.018)  0.00
H (1.989, -2.010, -0.566)  0.00
H (2.300, -0.305, -1.372)  0.00
H (-0.570, -0.338, 1.465)  0.00
H (0.047, -2.082, 1.006)  0.00
H (-2.304, -2.494, 0.796)  0.00
H (-2.042, -1.754, -1.003)  0.00
H (1.043, 2.745, -0.631)  0.00
H (-0.811, 2.821, -0.277)  0.00
H (0.299, 1.964, 1.024)  0.00
Ag (0.847, 2.284, -3.466)  0.00

Output
2S+1: 2
HOMO energy (alpha / beta) (Ha): -0.480 / -0.479
Expectation value of S²: 0.756
Orbital gap (alpha / beta) (eV): 6.9 / 6.9
LUMO (alpha / beta) (eV): -6.11 / -6.11
Net charge: +1



No. 4
A gas-phase ion, C24H34N3 (charge +1) in a non-equilibrium geometry, computed with ωB97M-V/def2-TZVPD.

Each line ends with the Löwdin charge.
Atoms and positions in Å:
C (-4.274, -4.378, -4.077)  -0.05
C (-3.656, -4.601, -2.727)  -0.25
C (-2.478, -5.355, -2.630)  0.00
C (-1.809, -5.527, -1.421)  -0.18
C (-0.530, -6.318, -1.401)  -0.03
C (-2.372, -4.893, -0.300)  -0.16
N (-1.706, -5.029, 0.941)  0.00
C (-1.671, -6.356, 1.594)  -0.07
C (-0.920, -6.078, 2.856)  -0.05
N (-0.755, -4.586, 2.876)  0.02
C (-0.054, -3.875, 3.904)  -0.12
C (-0.634, -2.700, 4.445)  -0.18
C (-1.999, -2.178, 4.053)  -0.03
C (0.134, -2.021, 5.391)  0.01
C (1.409, -2.462, 5.784)  -0.26
C (2.208, -1.726, 6.817)  -0.04
C (1.930, -3.609, 5.217)  -0.01
C (1.234, -4.334, 4.269)  -0.19
C (1.974, -5.459, 3.618)  -0.05
C (-1.246, -4.043, 1.765)  -0.06
C (-0.715, -2.365, 1.189)  -0.03
N (-0.372, -1.047, 1.517)  -0.24
C (1.025, -0.572, 1.552)  -0.06
C (-1.269, 0.130, 1.319)  -0.05
C (-3.607, -4.229, -0.328)  -0.20
C (-4.273, -3.734, 0.926)  -0.02
C (-4.238, -4.083, -1.562)  0.01
H (-5.191, -3.788, -3.976)  0.08
H (-3.557, -3.829, -4.707)  0.09
H (-4.505, -5.335, -4.572)  0.09
H (-2.044, -5.792, -3.538)  0.14
H (-0.116, -6.437, -0.399)  0.05
H (-0.689, -7.318, -1.831)  0.10
H (0.240, -5.860, -2.043)  0.10
H (-2.674, -6.791, 1.684)  0.15
H (-1.111, -7.037, 0.961)  0.10
H (0.055, -6.562, 2.820)  0.10
H (-1.400, -6.376, 3.769)  0.14
H (-2.221, -1.255, 4.613)  0.09
H (-2.010, -1.914, 2.987)  0.02
H (-2.817, -2.888, 4.254)  0.10
H (-0.261, -1.103, 5.813)  0.12
H (3.202, -2.191, 6.892)  0.08
H (2.341, -0.673, 6.534)  0.09
H (1.728, -1.776, 7.807)  0.09
H (2.943, -3.910, 5.478)  0.12
H (3.050, -5.313, 3.819)  0.09
H (1.721, -6.463, 3.997)  0.09
H (1.852, -5.427, 2.533)  0.08
H (-1.652, -2.388, 0.600)  0.10
H (0.194, -2.915, 0.891)  0.13
H (0.954, 0.474, 1.897)  0.08
H (1.665, -1.157, 2.237)  0.09
H (1.528, -0.533, 0.568)  0.10
H (-0.675, 1.002, 1.667)  0.08
H (-1.519, 0.363, 0.266)  0.10
H (-2.216, 0.057, 1.897)  0.09
H (-5.227, -3.252, 0.658)  0.09
H (-4.509, -4.540, 1.644)  0.10
H (-3.669, -2.992, 1.475)  0.06
H (-5.176, -3.537, -1.622)  0.12

Output
HOMO energy (Ha): -0.413
Orbital gap (eV): 9.0
Energy relative to the best compared isomer or geometry (same formula, charge and spin) (kcal per mole): 16.3
SMILES: Cc1cc(C)c(N2CC[N+](c3c(C)cc(C)cc3C)=C2CN(C)C)c(C)c1
LUMO (eV): -2.22
Net charge: +1



No. 5
A molecular structure, C3H6NOS in a non-equilibrium geometry, computed with ωB97M-V/def2-TZVPD.

Each line ends with the Löwdin charge.
Atoms and positions in Å:
C (-0.828, -0.784, 0.705)  -0.17
C (-1.241, 0.431, 0.907)  -0.35
C (0.537, 0.769, -0.862)  -0.50
N (0.202, -1.051, -0.330)  0.09
O (1.753, 1.092, -0.635)  0.07
S (-0.694, 1.821, -0.067)  1.05
H (-1.134, -1.626, 1.320)  0.13
H (-1.817, 0.727, 1.670)  0.04
H (0.460, 0.562, -1.933)  0.13
H (1.085, -1.505, -0.094)  0.15
H (-0.397, -1.746, -0.916)  0.20
H (2.075, 1.310, 0.236)  0.14

Output
HOMO energy (Ha): -0.509
Orbital gap (eV): 9.6
Energy relative to the best compared isomer or geometry (same formula, charge and spin) (kcal per mole): 35.4
LUMO (eV): -4.26
Net charge: +1



No. 6
9 unconnected molecules or ions with the total composition C4H26O8S in a non-equilibrium geometry, computed with ωB97M-V/def2-TZVPD.

Each line ends with the Löwdin charge.
Atoms and positions in Å:
C (1.781, -3.656, 0.184)  -0.12
C (0.934, -2.440, -0.089)  -0.37
C (1.332, -1.205, 0.663)  -0.52
S (3.046, -0.668, 0.329)  0.83
C (2.866, 1.057, -0.064)  -0.45
H (1.271, -4.577, 0.072)  0.06
H (2.684, -3.665, -0.387)  0.06
H (2.042, -3.631, 1.247)  0.08
H (-0.113, -2.701, 0.180)  0.11
H (0.878, -2.237, -1.180)  0.09
H (1.271, -1.351, 1.756)  0.06
H (0.525, -0.477, 0.416)  0.08
H (3.263, 1.670, 0.734)  0.02
H (3.338, 1.346, -1.003)  0.03
H (1.840, 1.394, -0.272)  0.02
O (-0.768, 1.759, -1.774)  -0.08
H (-1.483, 1.149, -1.445)  0.01
H (-1.171, 2.155, -2.546)  0.05
O (-2.438, 1.067, 1.847)  -0.07
H (-1.545, 1.097, 2.320)  0.06
H (-2.609, 1.994, 1.672)  0.06
O (-0.593, 4.019, 0.383)  -0.05
H (-0.418, 3.581, -0.449)  0.02
H (-1.392, 4.566, 0.343)  0.07
O (-1.346, -0.763, 3.395)  -0.04
H (-2.264, -0.893, 3.138)  0.05
H (-0.812, -1.401, 2.932)  0.02
O (0.009, -0.033, -3.623)  -0.07
H (-0.008, 0.364, -2.751)  -0.01
H (0.959, -0.050, -3.846)  0.07
O (-0.915, -2.239, -2.348)  -0.07
H (-0.757, -1.744, -3.160)  0.01
H (-1.572, -1.652, -1.966)  0.01
O (-0.127, 2.354, 2.385)  -0.10
H (0.737, 1.904, 2.445)  0.05
H (0.146, 2.770, 1.491)  0.05
O (-2.548, 0.242, -0.519)  -0.11
H (-2.600, 0.695, 0.405)  0.01
H (-3.441, 0.200, -0.919)  0.07

Output
HOMO energy (Ha): -0.310
Orbital gap (eV): 8.4
SMILES: CCCSC.O.O.O.O.O.O.O.O
LUMO (eV): 0.00